Here is a molecular structure, H21O10 in a non-equilibrium geometry from the Open Molecules 2025 dataset. Energies are from ωB97M-V/def2-TZVPD.

Structure (XYZ):
```
31
Properties=species:S:1:pos:R:3
O 3.226 0.047 1.732
H 3.031 0.766 2.329
H -1.959 -2.464 -1.476
O -2.436 -2.042 -0.764
H 0.604 4.126 -0.358
H -2.165 2.639 2.309
O -1.860 2.737 1.401
H 3.412 -0.808 2.119
H -2.031 3.628 1.079
O 0.224 -1.285 1.964
H 0.499 -0.737 2.696
H 0.841 -1.958 1.640
O 1.454 -2.699 -0.019
H 2.477 1.715 -1.792
H 2.117 -3.317 -0.334
O -2.597 0.393 0.070
H -2.858 0.977 0.800
H 0.688 -2.821 -0.587
O -0.058 3.465 -0.581
H -2.697 -0.573 0.257
H 0.257 3.107 -1.422
O -0.302 1.037 0.318
H -0.389 2.008 0.521
H -1.444 0.489 0.049
O 0.494 -2.892 -2.646
H -2.580 -2.708 -0.084
O 1.719 1.166 -1.561
H 1.934 0.685 -0.749
H 0.201 1.013 -0.520
H 1.032 -2.098 -2.537
H -0.346 -2.507 -2.918
```

Results
HOMO level in eV: -13.53
Max |F| in eV Å⁻¹: 1.57
Charge: +1
Orbital gap in eV: 10.68
Calculated total energy in hartree: -764.73763

natural (NBO) atomic charge list, values in e, 8 entries: number 1, O, carries -0.9739; number 2, H, carries 0.4835; number 3, H, carries 0.4930; number 4, O, carries -0.9685; number 5, H, carries 0.4891; number 6, H, carries 0.4968; number 7, O, carries -0.9843; number 8, H, carries 0.4914